The following is a quantum chemistry calculation of C62H78BClF5N2O4SSeTl as an isolated structure, from the Open Molecules 2025 dataset.

Last column: Löwdin charge in e.
Element x y z (Å)
Tl 0.0288 0.0225 0.4717  0.81
C -3.0930 -1.0565 7.8671  -0.06
C -3.8847 -0.3511 6.7545  -0.57
C -5.3096 -0.9248 6.7149  -0.06
C -3.9873 1.1334 7.1099  -0.08
C -3.1806 -0.5698 5.4164  -0.20
C -2.6217 0.4533 4.6700  -0.08
C -1.9234 0.1899 3.4921  -0.37
Se -1.3313 1.7294 2.4817  1.15
C -2.8498 1.9830 1.3558  -0.40
C -3.6581 3.0955 1.5591  -0.08
C -4.7481 3.3284 0.7407  -0.19
C -4.9958 2.3757 -0.2603  0.01
C -4.2173 1.2581 -0.4963  -0.07
C -3.0492 1.0386 0.3166  -0.40
O -2.2496 0.0453 0.1099  -0.20
C -4.5619 0.2754 -1.6204  -0.52
C -4.7381 -1.1384 -1.0426  -0.06
C -3.4412 0.2812 -2.6759  -0.03
C -5.8700 0.6443 -2.3231  -0.09
C -5.6790 4.5298 0.8960  -0.57
C -5.1638 5.5183 1.9436  -0.08
C -7.0752 4.0558 1.3280  -0.06
C -5.7987 5.2803 -0.4387  -0.06
C -1.6794 -1.1329 3.0327  -0.40
O -0.8983 -1.4231 2.0557  -0.19
C -2.4242 -2.1702 3.7043  -0.08
C -3.0933 -1.8605 4.8716  0.00
C -2.6212 -3.5351 3.0124  -0.51
C -1.3366 -4.3374 2.7424  -0.05
C -3.5454 -4.4462 3.8214  -0.09
C -3.2922 -3.2352 1.6546  -0.05
H -3.6053 -0.9643 8.8346  0.07
H -2.0968 -0.6121 7.9570  0.08
H -2.9663 -2.1192 7.6437  0.08
H -5.8214 -0.7475 7.6684  0.07
H -5.3049 -2.0009 6.5289  0.07
H -5.8846 -0.4482 5.9172  0.09
H -4.5081 1.2471 8.0669  0.08
H -4.5461 1.6840 6.3476  0.09
H -2.9967 1.5881 7.2063  0.08
H -2.7287 1.4903 4.9647  0.08
H -3.4027 3.7640 2.3725  0.08
H -5.8606 2.5315 -0.8970  0.08
H -3.8199 -1.4762 -0.5670  0.05
H -4.9924 -1.8413 -1.8434  0.07
H -5.5435 -1.1494 -0.2990  0.09
H -2.4801 0.0276 -2.2330  0.05
H -3.3538 1.2742 -3.1299  0.09
H -3.6550 -0.4491 -3.4644  0.09
H -6.7172 0.6476 -1.6279  0.08
H -6.0715 -0.0993 -3.1000  0.08
H -5.8097 1.6241 -2.8084  0.08
H -5.0862 5.0512 2.9288  0.08
H -5.8534 6.3643 2.0245  0.07
H -4.1776 5.9020 1.6667  0.09
H -7.0206 3.5518 2.2969  0.09
H -7.4850 3.3461 0.6044  0.08
H -7.7673 4.9036 1.4112  0.07
H -4.8108 5.5895 -0.7898  0.09
H -6.4252 6.1728 -0.3214  0.07
H -6.2470 4.6528 -1.2124  0.07
H -3.5963 -2.6623 5.4019  0.08
H -0.9327 -4.7586 3.6679  0.07
H -0.5774 -3.7197 2.2701  0.07
H -1.5727 -5.1737 2.0724  0.08
H -3.1338 -4.6508 4.8160  0.08
H -3.6527 -5.3989 3.2959  0.08
H -4.5437 -4.0118 3.9405  0.08
H -2.6087 -2.6712 1.0139  0.07
H -4.2018 -2.6435 1.7956  0.09
H -3.5548 -4.1697 1.1426  0.07
F 1.9560 1.3271 -6.7482  0.09
C 1.4474 1.4818 -5.5169  -0.16
C 1.8948 0.7083 -4.4669  -0.15
F 2.8527 -0.2081 -4.6907  0.09
C 1.3703 0.8749 -3.2057  -0.24
F 1.8570 0.0768 -2.2446  0.06
C 0.3929 1.8212 -2.9003  -0.54
S -0.2341 2.1546 -1.3164  0.71
C -0.0409 2.5684 -3.9954  -0.25
F -0.9823 3.5046 -3.8324  0.07
C 0.4708 2.4190 -5.2690  -0.15
F 0.0263 3.1903 -6.2748  0.09
C 2.9206 -2.7806 -2.1666  -0.05
C 3.4604 -2.1721 -0.8751  -0.35
C 4.9624 -1.8868 -0.9998  -0.04
C 3.2023 -3.0387 0.3471  -0.11
C 3.2301 -4.4249 0.2388  -0.03
C 3.0755 -5.2317 1.3537  -0.08
C 2.9366 -4.6595 2.6069  -0.04
C 2.9242 -3.2783 2.7700  -0.11
C 2.8321 -2.6875 4.1718  -0.36
C 1.3863 -2.6161 4.6572  -0.04
C 3.6943 -3.4501 5.1803  -0.08
C 3.0203 -2.4748 1.6191  -0.09
N 3.0728 -1.0497 1.7661  0.06
B 2.1485 0.0039 1.4278  -0.44
N 2.8180 1.2063 1.8820  0.04
C 4.0539 0.8545 2.4330  -0.09
C 4.2162 -0.4755 2.3440  -0.09
C 2.3663 2.5706 1.9088  -0.11
C 1.7390 3.0597 3.0606  -0.16
C 1.2078 4.3502 3.0195  -0.07
C 1.3095 5.1397 1.8925  -0.07
C 1.9945 4.6653 0.7851  -0.04
C 2.5476 3.3915 0.7764  -0.13
C 3.3774 2.9397 -0.4145  -0.35
C 3.0855 3.7343 -1.6866  -0.09
C 4.8813 3.0567 -0.1094  -0.05
C 1.6273 2.3581 4.4143  -0.36
C 1.5028 0.8332 4.4526  -0.06
C 2.7892 2.8014 5.3132  -0.06
H 2.9730 -2.0467 -2.9739  0.07
H 1.8793 -3.0631 -2.0338  0.07
H 3.4950 -3.6615 -2.4728  0.07
H 2.9530 -1.2209 -0.7290  0.10
H 5.5132 -2.8198 -1.1582  0.08
H 5.3466 -1.4101 -0.0938  0.07
H 5.1552 -1.2202 -1.8459  0.08
H 3.3690 -4.8816 -0.7340  0.10
H 3.0725 -6.3112 1.2471  0.10
H 2.8243 -5.2997 3.4754  0.10
H 3.2164 -1.6724 4.1333  0.10
H 0.9971 -3.6192 4.8399  0.08
H 0.7486 -2.1450 3.9085  0.07
H 1.3136 -2.0481 5.5892  0.08
H 3.2714 -4.4324 5.4086  0.07
H 3.7409 -2.8894 6.1183  0.08
H 4.7151 -3.5921 4.8130  0.08
H 4.7207 1.5956 2.8444  0.12
H 5.0558 -1.0834 2.6460  0.13
H 0.6848 4.7231 3.8958  0.11
H 0.8451 6.1202 1.8707  0.10
H 2.0761 5.2903 -0.0950  0.10
H 3.1488 1.8931 -0.6038  0.12
H 3.4871 4.7515 -1.6135  0.07
H 2.0136 3.7912 -1.8844  0.05
H 3.5677 3.2495 -2.5398  0.08
H 5.1287 4.0854 0.1723  0.08
H 5.4607 2.7956 -1.0012  0.08
H 5.1912 2.3933 0.6947  0.05
H 0.7086 2.7528 4.8554  0.12
H 2.4703 0.3459 4.3161  0.06
H 0.8206 0.4535 3.6957  0.04
H 1.1082 0.5323 5.4279  0.09
H 3.7311 2.3858 4.9468  0.07
H 2.6372 2.4442 6.3366  0.08
H 2.8811 3.8894 5.3350  0.07
Cl -2.6348 -3.9569 -1.9840  0.57
C -0.8923 -3.6303 -2.2610  -0.48
C -0.5775 -2.1317 -2.0520  -0.73
O -0.7280 -1.3873 -3.0168  0.02
O -0.1746 -1.8705 -0.8691  -0.13
H -0.6721 -3.9114 -3.2848  0.06
H -0.3395 -4.2396 -1.5525  0.06

## Properties
Net charge: -2
Gap between HOMO and LUMO in eV: 6.1
Energy in Ha: -6776.51778
HOMO in eV: -2.256